ORCA calculation (ωB97M-V/def2-TZVPD) on a structure of composition C16H13BF5IrO6 at a distorted geometry.

Positions of all 42 atoms, in Å:
Ir (-1.239, 1.048, -0.676)
O (1.531, -0.261, -0.745)
B (0.791, 0.910, -0.695)
O (1.636, 2.019, -0.534)
C (2.907, 1.501, -0.478)
C (4.104, 2.163, -0.330)
C (5.254, 1.375, -0.315)
C (5.191, -0.009, -0.442)
C (3.970, -0.668, -0.592)
C (2.849, 0.126, -0.604)
H (4.141, 3.239, -0.230)
H (6.219, 1.852, -0.202)
H (6.105, -0.588, -0.423)
H (3.905, -1.742, -0.693)
C (-4.339, -0.640, -1.069)
O (-3.676, 0.601, -0.814)
H (-5.416, -0.525, -0.953)
H (-3.978, -1.427, -0.405)
H (-4.122, -0.909, -2.100)
H (-3.912, 0.907, 0.072)
O (-0.099, -2.291, 3.555)
C (-0.282, -2.481, 2.231)
C (0.011, -3.718, 1.655)
C (-0.172, -3.941, 0.306)
C (-0.663, -2.926, -0.504)
C (-0.956, -1.710, 0.079)
C (-0.772, -1.434, 1.432)
C (-1.084, -0.085, 2.012)
O (-0.877, 0.223, 3.149)
O (-1.682, 0.790, 1.171)
H (0.260, -3.100, 3.936)
H (0.389, -4.512, 2.290)
H (0.067, -4.909, -0.116)
H (-0.812, -3.079, -1.564)
H (-1.350, -0.946, -0.600)
F (-0.597, 3.633, 0.191)
C (-1.188, 3.001, -0.847)
F (-0.501, 3.322, -1.994)
C (-2.584, 3.653, -1.004)
F (-3.339, 3.388, 0.071)
F (-3.205, 3.172, -2.088)
F (-2.486, 4.975, -1.133)

Forces on atoms 1 to 2 (eV/Å):
0.1097 -1.5596 -1.3222
0.1043 -0.1639 -0.0937

Properties
ΔE to the lowest compared entry with this formula, charge and spin   26.3 kcal per mole
Charge   0
E_LUMO   -1.261 eV
Molecular weight   599.29 Da
Kohn-Sham gap   0.273 Eh
E   -1697.5069 Ha

These are the natural (NBO) partial charges, in e, on atoms 1 to 5:
1. Ir 0.66
2. O -0.68
3. B 0.84
4. O -0.64
5. C 0.21

---

ORCA calculation (ωB97M-V/def2-TZVPD) on an isolated molecule of C23H31N3O5S.

Positions of all 63 atoms, in Å:
C (-1.212, 0.128, 3.601)
O (-1.274, 0.869, 2.407)
C (-0.221, 1.686, 2.079)
C (0.912, 1.804, 2.867)
C (1.934, 2.678, 2.528)
C (1.815, 3.450, 1.393)
C (0.694, 3.328, 0.589)
C (-0.340, 2.444, 0.888)
N (-1.504, 2.353, 0.118)
C (-1.758, 3.316, -0.931)
C (-1.083, 2.941, -2.263)
N (-1.460, 1.594, -2.619)
S (-1.213, 1.137, -4.194)
O (-1.574, -0.253, -4.279)
O (-1.919, 2.077, -5.012)
C (0.571, 1.310, -4.600)
C (1.227, -0.056, -4.733)
N (1.123, -0.818, -3.511)
C (1.909, -0.495, -2.445)
O (2.809, 0.321, -2.539)
C (1.586, -1.182, -1.167)
C (0.855, -2.362, -1.085)
C (0.530, -2.913, 0.141)
C (0.933, -2.290, 1.321)
O (0.662, -2.717, 2.577)
C (-0.067, -3.921, 2.797)
C (-1.569, -3.693, 2.628)
C (0.265, -4.365, 4.218)
C (1.697, -1.121, 1.238)
C (2.017, -0.580, 0.017)
C (-1.190, 0.630, -1.580)
C (-1.946, 1.043, -0.314)
H (-2.173, -0.383, 3.669)
H (-0.407, -0.613, 3.577)
H (-1.092, 0.777, 4.474)
H (1.004, 1.224, 3.771)
H (2.805, 2.753, 3.159)
H (2.594, 4.144, 1.117)
H (0.637, 3.945, -0.294)
H (-1.442, 4.309, -0.610)
H (-2.840, 3.333, -1.091)
H (-1.421, 3.594, -3.069)
H (0.010, 3.023, -2.160)
H (1.039, 1.879, -3.801)
H (0.605, 1.874, -5.526)
H (2.291, 0.077, -4.952)
H (0.749, -0.623, -5.532)
H (0.233, -1.270, -3.370)
H (0.544, -2.878, -1.982)
H (-0.037, -3.830, 0.160)
H (0.279, -4.690, 2.093)
H (-1.791, -3.266, 1.653)
H (-2.099, -4.637, 2.729)
H (-1.925, -3.006, 3.392)
H (-0.252, -5.292, 4.448)
H (-0.043, -3.600, 4.926)
H (1.336, -4.520, 4.321)
H (2.028, -0.655, 2.152)
H (2.599, 0.327, -0.045)
H (-1.530, -0.341, -1.941)
H (-0.117, 0.588, -1.345)
H (-1.777, 0.312, 0.472)
H (-3.016, 1.099, -0.532)

Forces on atoms 1 to 2 (eV/Å):
0.0209 -0.1117 0.2128
0.1761 0.4383 -0.3289

Properties
ΔE to the lowest compared entry with this formula, charge and spin   63.8 kcal per mole
Charge   0
E_LUMO   0.602 eV
SMILES   COc1ccccc1N1CCN(S(=O)(=O)CCNC(=O)c2ccc(OC(C)C)cc2)CC1
Molecular weight   461.58 Da
Kohn-Sham gap   0.306 Eh
E   -1833.6897 Ha

These are the natural (NBO) partial charges, in e, on atoms 1 to 5:
1. C -0.25
2. O -0.51
3. C 0.28
4. C -0.29
5. C -0.23

---

ORCA calculation (ωB97M-V/def2-TZVPD) on a structure of composition C7H13NOOsP at a distorted geometry.

Positions of all 24 atoms, in Å:
C (-1.398, 2.240, 0.181)
C (-0.571, 2.546, -0.982)
C (0.823, 2.394, -0.657)
C (0.926, 1.907, 0.678)
C (-0.387, 1.768, 1.285)
Os (-0.967, 0.281, -0.003)
P (-2.819, -0.868, -0.144)
H (-2.373, 2.686, 0.385)
H (-0.967, 2.919, -1.925)
H (1.650, 2.602, -1.348)
H (-0.643, 1.689, 2.361)
H (1.858, 1.737, 1.209)
H (-2.816, -1.997, -1.043)
H (-3.943, -0.125, -0.661)
H (-3.306, -1.530, 1.037)
C (1.471, -3.063, 0.303)
C (1.355, -1.571, 0.181)
N (2.172, -0.947, -0.673)
O (0.547, -0.931, 0.934)
H (2.468, -3.403, 0.008)
H (0.744, -3.523, -0.384)
H (1.261, -3.397, 1.327)
H (2.088, 0.068, -0.824)
H (2.828, -1.482, -1.245)

Forces on atoms 1 to 2 (eV/Å):
1.4822 1.7387 1.3741
0.3331 0.6541 0.9175

Properties
ΔE to the lowest compared entry with this formula, charge and spin   0.0 kcal per mole
Charge   +1
E_LUMO (alpha / beta)   -2.822 / -5.355 eV
2S+1   5
Molecular weight   348.39 Da
Kohn-Sham gap (alpha / beta)   0.267 / 0.253 Eh
E   -836.1351 Ha
⟨S²⟩   6.03

These are the Mulliken partial charges, in e, on atoms 1 to 5:
1. C -0.38
2. C -0.60
3. C -0.24
4. C -0.48
5. C -0.94

---

ORCA calculation (ωB97M-V/def2-TZVPD) on a structure of composition CH3NO at a distorted geometry.

Positions of all 6 atoms, in Å:
C (-0.228, 0.166, 0.223)
N (0.407, 0.484, -1.054)
O (-0.026, -0.849, 0.966)
H (-0.814, 1.137, 0.642)
H (0.326, 1.327, -1.519)
H (-0.782, -0.059, -0.815)

Forces on atoms 1 to 2 (eV/Å):
2.8223 3.7731 0.9181
-1.3684 -6.5833 5.0291

Properties
ΔE to the lowest compared entry with this formula, charge and spin   80.1 kcal per mole
Charge   +1
E_LUMO (alpha / beta)   -8.108 / -10.589 eV
2S+1   2
Molecular weight   45.04 Da
Kohn-Sham gap (alpha / beta)   0.395 / 0.305 Eh
E   -169.3666 Ha
⟨S²⟩   0.76

These are the natural (NBO) partial charges, in e, on atoms 1 to 5:
1. C 0.18
2. N -0.35
3. O 0.00
4. H 0.35
5. H 0.42

---

ORCA calculation (ωB97M-V/def2-TZVPD) on a structure of composition C23H31Br57N3S at a distorted geometry.

Positions of all 115 atoms, in Å:
C (1.278, 1.046, -1.261)
C (0.254, 1.925, -2.033)
S (-0.563, 3.107, -0.910)
C (-2.368, 2.993, -1.143)
N (-2.955, 1.688, -0.825)
C (-2.918, 0.606, -1.560)
N (-2.833, 0.573, -2.894)
N (-2.996, -0.649, -0.882)
H (2.257, 1.537, -1.270)
H (1.355, 0.084, -1.775)
H (0.999, 0.926, -0.211)
H (0.791, 2.486, -2.811)
H (-0.432, 1.257, -2.556)
H (-2.784, 3.705, -0.424)
H (-2.677, 3.372, -2.125)
H (-3.497, 1.627, 0.032)
H (-2.144, -0.093, -3.227)
H (-2.726, 1.489, -3.319)
H (-3.202, -1.356, -1.586)
H (-2.070, -0.817, -0.471)
C (0.056, -1.792, 2.323)
Br (-0.824, -2.902, 3.624)
Br (0.377, -2.728, 0.670)
Br (-0.903, -0.142, 2.043)
H (1.025, -1.528, 2.729)
C (-5.580, 5.284, 1.172)
Br (-5.652, 3.407, 1.616)
Br (-3.944, 6.092, 1.792)
Br (-5.856, 5.580, -0.716)
H (-6.396, 5.767, 1.694)
C (-0.228, -7.138, 1.407)
Br (1.479, -6.444, 0.833)
Br (-1.701, -6.099, 0.717)
Br (-0.415, -9.010, 0.987)
H (-0.259, -7.049, 2.484)
C (2.325, 4.982, -5.160)
Br (2.939, 6.808, -5.165)
Br (3.787, 3.736, -5.320)
Br (1.228, 4.594, -3.617)
H (1.702, 4.854, -6.033)
C (-7.178, 0.335, -0.841)
Br (-5.250, 0.018, -0.694)
Br (-7.975, -0.801, -2.172)
Br (-8.089, 0.191, 0.879)
H (-7.309, 1.358, -1.172)
C (-5.124, -3.364, 1.874)
Br (-6.015, -4.505, 3.144)
Br (-4.799, -4.271, 0.196)
Br (-6.079, -1.704, 1.592)
H (-4.157, -3.117, 2.297)
C (4.326, -2.405, 3.963)
Br (3.646, -1.244, 2.572)
Br (3.365, -2.195, 5.620)
Br (4.366, -4.246, 3.394)
H (5.349, -2.101, 4.150)
C (-11.470, 0.611, -4.450)
Br (-13.130, 0.803, -5.414)
Br (-10.300, 2.118, -4.740)
Br (-11.758, 0.289, -2.569)
H (-10.969, -0.262, -4.849)
C (-0.083, -7.554, 5.897)
Br (-1.821, -8.274, 6.311)
Br (-0.202, -5.875, 4.949)
Br (1.024, -7.385, 7.465)
H (0.404, -8.258, 5.236)
C (7.483, -7.197, 1.762)
Br (5.666, -7.768, 2.070)
Br (7.549, -5.529, 0.796)
Br (8.487, -7.111, 3.406)
H (7.952, -7.946, 1.140)
C (6.731, 5.041, -8.154)
Br (8.395, 5.829, -8.712)
Br (5.211, 6.057, -8.774)
Br (6.589, 3.187, -8.659)
H (6.715, 5.076, -7.073)
C (-11.836, -3.586, -3.587)
Br (-10.117, -2.873, -4.113)
Br (-13.288, -2.515, -4.265)
Br (-12.013, -5.438, -4.082)
H (-11.884, -3.539, -2.507)
C (-5.371, 1.507, 5.137)
Br (-4.400, 0.913, 3.576)
Br (-7.014, 2.402, 4.659)
Br (-5.673, 0.064, 6.374)
H (-4.746, 2.233, 5.640)
C (0.044, 1.029, 6.247)
Br (-1.253, 2.412, 5.887)
Br (-0.758, -0.718, 6.392)
Br (1.474, 1.022, 4.951)
H (0.487, 1.250, 7.208)
C (10.239, 8.178, -5.450)
Br (8.529, 7.327, -5.166)
Br (10.042, 9.914, -6.263)
Br (11.251, 8.259, -3.814)
H (10.795, 7.562, -6.144)
C (2.060, 3.529, -9.666)
Br (0.977, 3.357, -8.072)
Br (2.147, 1.873, -10.644)
Br (1.466, 4.989, -10.772)
H (3.067, 3.764, -9.341)
C (7.090, 7.144, -1.319)
Br (5.470, 7.250, -2.365)
Br (8.148, 8.746, -1.476)
Br (6.725, 6.702, 0.522)
H (7.678, 6.335, -1.730)
C (4.747, -8.085, 8.610)
Br (3.767, -8.277, 10.262)
Br (5.652, -6.385, 8.509)
Br (5.956, -9.559, 8.323)
H (4.022, -8.107, 7.807)
C (7.926, -1.633, 6.722)
Br (6.785, -1.634, 8.276)
Br (7.921, -3.343, 5.834)
Br (7.473, -0.205, 5.504)
H (8.935, -1.452, 7.066)

Forces on atoms 1 to 2 (eV/Å):
-0.1139 0.6126 -0.1823
0.5333 -0.6479 -0.0647

Properties
Charge   +1
E_LUMO   -3.071 eV
Molecular weight   4936.12 Da
Kohn-Sham gap   0.304 Eh
E   -148175.7671 Ha

These are the Mulliken partial charges, in e, on atoms 1 to 5:
1. C -1.16
2. C 0.59
3. S -0.12
4. C -0.35
5. N 0.39

---

ORCA calculation (ωB97M-V/def2-TZVPD) on a cluster of 2 separate species, C2H4NOP in total at a distorted geometry.

Positions of all 9 atoms, in Å:
C (3.752, 0.137, -0.096)
C (-0.907, -0.111, 1.878)
N (2.865, -0.017, -0.828)
O (-0.256, 1.830, 0.016)
P (-0.197, 0.232, 0.426)
H (-1.564, 0.460, 2.481)
H (1.990, -0.257, -1.267)
H (-0.767, -1.063, 2.359)
H (-0.744, 2.422, 0.479)

Forces on atoms 1 to 2 (eV/Å):
0.4168 0.1238 0.1633
0.2013 0.2309 -0.6813

Properties
ΔE to the lowest compared entry with this formula, charge and spin   40.7 kcal per mole
Charge   0
E_LUMO   0.355 eV
Molecular weight   89.03 Da
Kohn-Sham gap   0.367 Eh
E   -549.8757 Ha

These are the natural (NBO) partial charges, in e, on atoms 1 to 5:
1. C 0.29
2. C -0.99
3. N -0.74
4. O -0.97
5. P 1.01